# 1
Entry from the Open Molecules 2025 dataset: a cluster of 10 separate species, C53H109F2NO27 in total at a distorted geometry (ωB97M-V with the def2-TZVPD basis set).

Positions of all 192 atoms, in Å:
O  3.28  -0.95  5.63
C  2.51  -1.06  4.75
O  2.33  -2.09  3.93
C  1.40  -1.72  2.97
C  0.68  -0.50  3.42
F  -0.51  -0.90  3.96
O  1.50  -0.09  4.52
H  1.89  -1.46  2.01
H  0.73  -2.59  2.89
H  0.54  0.27  2.66
O  4.86  2.03  0.79
C  4.87  1.89  1.97
O  3.68  1.71  2.66
C  4.02  1.96  4.05
C  5.50  1.72  4.14
F  5.71  0.38  4.40
O  5.98  1.97  2.80
H  3.75  2.96  4.28
H  3.54  1.25  4.71
H  6.08  2.31  4.81
C  1.61  3.56  -2.25
O  0.33  3.17  -2.69
C  0.35  2.57  -3.98
C  -0.94  2.79  -4.66
O  -2.02  1.83  -4.42
C  -2.63  1.93  -3.11
C  -3.95  1.15  -3.24
O  -3.90  0.01  -2.36
C  -4.92  -0.89  -2.66
H  2.35  2.83  -2.50
H  1.58  3.53  -1.16
H  2.00  4.52  -2.61
H  0.66  1.52  -3.92
H  1.13  3.15  -4.52
H  -0.82  2.72  -5.74
H  -1.32  3.81  -4.52
H  -2.80  2.97  -2.84
H  -1.94  1.48  -2.40
H  -4.08  0.87  -4.36
H  -4.85  1.73  -3.00
H  -4.82  -1.31  -3.69
H  -5.89  -0.38  -2.66
H  -4.88  -1.68  -1.90
C  -3.55  5.66  4.25
O  -3.98  4.98  3.05
C  -3.87  3.56  3.09
C  -2.43  3.13  3.19
O  -2.15  2.99  4.64
C  -0.71  2.99  4.84
C  -0.15  4.39  4.91
O  0.21  4.87  3.64
C  0.82  6.10  3.62
H  -4.02  6.65  4.16
H  -2.47  5.72  4.35
H  -4.00  5.16  5.19
H  -4.36  3.22  2.16
H  -4.40  3.17  3.98
H  -1.78  3.93  2.78
H  -2.25  2.12  2.79
H  -0.28  2.37  4.07
H  -0.59  2.50  5.81
H  0.77  4.33  5.47
H  -0.83  5.03  5.44
H  0.17  6.93  3.87
H  1.23  6.24  2.63
H  1.67  6.08  4.34
C  10.05  -6.03  1.80
O  9.03  -5.14  1.31
C  9.23  -3.77  1.62
C  8.37  -2.92  0.68
O  6.98  -3.29  0.76
C  6.27  -3.03  2.00
C  5.67  -1.67  2.10
O  4.60  -1.42  1.28
C  4.90  -1.52  -0.16
H  10.06  -6.10  2.90
H  11.05  -5.81  1.41
H  9.74  -7.02  1.42
H  10.24  -3.52  1.46
H  8.98  -3.58  2.70
H  8.56  -3.21  -0.32
H  8.48  -1.84  1.01
H  6.98  -3.25  2.77
H  5.41  -3.71  2.06
H  6.44  -0.85  1.94
H  5.31  -1.57  3.07
H  5.56  -0.78  -0.45
H  3.93  -1.49  -0.57
H  5.39  -2.52  -0.33
C  -4.96  -4.20  1.67
O  -3.65  -4.35  2.19
C  -3.20  -3.33  3.01
C  -3.16  -2.00  2.41
O  -4.50  -1.40  2.42
C  -4.42  -0.39  1.42
C  -5.62  0.42  1.20
O  -6.45  -0.20  0.24
C  -7.66  0.45  0.14
H  -4.93  -3.58  0.70
H  -5.66  -3.80  2.40
H  -5.32  -5.24  1.39
H  -2.17  -3.72  3.10
H  -3.78  -3.37  3.93
H  -2.91  -2.15  1.36
H  -2.34  -1.26  2.76
H  -4.07  -0.76  0.39
H  -3.69  0.36  1.77
H  -5.32  1.40  0.75
H  -6.10  0.63  2.19
H  -8.36  -0.16  -0.51
H  -7.48  1.45  -0.28
H  -8.13  0.59  1.14
C  4.66  0.43  -3.90
O  3.48  -0.36  -3.80
C  2.84  -0.55  -5.06
C  1.74  -1.54  -4.95
O  0.75  -1.12  -3.99
C  -0.59  -1.58  -4.09
C  -0.74  -3.07  -3.74
O  -0.15  -3.94  -4.77
C  -0.20  -5.29  -4.27
H  5.09  0.42  -2.87
H  4.41  1.45  -4.16
H  5.47  0.01  -4.62
H  3.55  -0.71  -5.90
H  2.27  0.37  -5.34
H  2.10  -2.60  -4.68
H  1.27  -1.61  -5.95
H  -0.97  -1.39  -5.13
H  -1.13  -1.02  -3.34
H  -1.78  -3.24  -3.52
H  -0.17  -3.25  -2.78
H  -1.26  -5.48  -3.92
H  0.54  -5.43  -3.46
H  -0.01  -6.04  -5.03
C  -7.13  4.06  -5.09
O  -7.42  4.70  -3.87
C  -6.79  5.99  -3.64
C  -7.21  6.48  -2.23
O  -6.36  6.05  -1.21
C  -6.50  4.67  -0.94
C  -5.69  4.07  0.21
O  -4.39  3.57  -0.22
C  -3.45  4.66  -0.26
H  -7.66  4.48  -5.92
H  -7.46  3.06  -4.91
H  -6.07  4.03  -5.41
H  -7.25  6.60  -4.42
H  -5.67  6.06  -3.78
H  -8.24  6.13  -2.17
H  -7.22  7.55  -2.17
H  -6.21  4.15  -1.89
H  -7.57  4.43  -0.79
H  -6.29  3.21  0.55
H  -5.62  4.75  1.01
H  -3.70  5.30  0.60
H  -3.49  5.19  -1.21
H  -2.49  4.16  -0.19
C  2.76  -4.77  2.34
O  1.99  -5.40  1.31
C  0.91  -4.74  0.80
C  1.27  -3.80  -0.29
O  1.52  -4.49  -1.54
C  2.78  -4.29  -2.20
C  3.82  -5.22  -1.57
O  3.57  -6.52  -1.97
C  3.94  -7.61  -1.06
H  3.42  -5.57  2.65
H  2.08  -4.55  3.19
H  3.29  -3.85  2.10
H  0.37  -4.16  1.60
H  0.21  -5.45  0.43
H  2.11  -3.18  0.04
H  0.46  -3.09  -0.40
H  3.15  -3.28  -2.03
H  2.66  -4.44  -3.26
H  3.81  -5.09  -0.47
H  4.88  -4.87  -1.86
H  3.77  -8.55  -1.60
H  3.36  -7.67  -0.16
H  4.99  -7.54  -0.85
C  0.82  -0.12  -0.97
C  -0.54  -0.11  -0.62
C  -0.95  0.92  0.19
N  -0.18  1.91  0.65
C  1.15  1.79  0.35
C  1.70  0.78  -0.34
H  1.23  -0.87  -1.61
H  -1.21  -0.84  -1.08
H  -2.04  1.09  0.33
H  1.82  2.50  0.82
H  2.76  0.85  -0.43

Computed properties:
SMILES	O=C1OC[C@@H](F)O1.O=C1OC[C@@H](F)O1.COCCOCCOC.COCCOCCOC.COCCOCCOC.COCCOCCOC.COCCOCCOC.COCCOCCOC.COCCOCCOC.c1ccncc1
Kohn-Sham gap	9.566	eV

Atom charges from the Mulliken analysis, given in e for atoms 1 to 5: O -0.535; C 0.388; O -0.326; C 0.709; C 1.514

# 2
Entry from the Open Molecules 2025 dataset: a cluster of 9 separate species, C53H117N6O16P3 in total at a distorted geometry (ωB97M-V with the def2-TZVPD basis set).

Positions of all 195 atoms, in Å:
C  6.44  -2.96  2.63
C  5.72  -3.07  4.00
C  5.08  -4.52  4.17
C  6.80  -2.97  5.11
C  7.34  -1.62  5.47
C  6.16  -0.69  5.87
C  5.07  -0.62  4.76
C  3.86  0.07  5.49
C  5.56  0.35  3.68
N  4.69  -2.02  4.23
O  3.73  -1.93  3.26
H  6.66  -1.93  2.32
H  7.31  -3.61  2.63
H  5.83  -3.40  1.85
H  4.43  -4.73  3.32
H  5.80  -5.31  4.38
H  4.52  -4.49  5.10
H  6.37  -3.42  6.01
H  7.62  -3.61  4.82
H  8.10  -1.79  6.23
H  7.86  -1.17  4.62
H  6.47  0.33  6.10
H  5.72  -1.16  6.76
H  3.02  0.34  4.85
H  4.20  0.94  6.04
H  3.51  -0.62  6.27
H  6.48  -0.03  3.23
H  5.65  1.39  4.00
H  5.00  0.32  2.75
H  4.22  -1.74  2.45
C  -5.12  -4.95  5.60
C  -4.79  -3.88  4.52
C  -4.53  -4.56  3.21
C  -6.06  -2.94  4.35
C  -5.79  -1.76  3.40
C  -4.63  -0.95  3.95
C  -3.30  -1.74  4.23
C  -2.49  -1.94  2.97
C  -2.45  -0.84  5.20
N  -3.68  -3.02  4.98
O  -2.56  -3.68  5.40
H  -6.13  -5.34  5.51
H  -4.52  -5.86  5.61
H  -5.01  -4.49  6.59
H  -4.75  -3.98  2.31
H  -3.51  -4.95  3.14
H  -5.24  -5.38  3.17
H  -6.85  -3.48  3.84
H  -6.42  -2.67  5.34
H  -5.74  -1.93  2.33
H  -6.65  -1.10  3.45
H  -5.00  -0.44  4.84
H  -4.47  -0.13  3.26
H  -2.84  -2.71  2.28
H  -1.52  -2.32  3.30
H  -2.28  -1.00  2.46
H  -2.86  -0.89  6.21
H  -2.41  0.21  4.93
H  -1.44  -1.24  5.25
H  -2.31  -3.40  6.28
C  2.51  -2.91  -8.36
C  1.18  -2.66  -7.64
C  0.20  -3.74  -8.15
C  1.60  -2.80  -6.12
C  0.52  -2.32  -5.19
C  0.24  -0.85  -5.51
C  -0.15  -0.56  -6.93
C  -1.68  -0.82  -7.17
C  0.01  1.00  -7.08
N  0.71  -1.25  -7.90
O  0.34  -1.05  -9.21
H  3.36  -2.30  -8.05
H  2.94  -3.88  -8.14
H  2.39  -2.86  -9.44
H  -0.82  -3.73  -7.78
H  0.14  -3.76  -9.24
H  0.49  -4.75  -7.85
H  1.73  -3.85  -5.84
H  2.45  -2.19  -5.83
H  -0.45  -2.78  -5.37
H  0.95  -2.54  -4.21
H  1.13  -0.27  -5.26
H  -0.47  -0.59  -4.72
H  -1.93  -1.87  -7.35
H  -2.10  -0.30  -8.04
H  -2.32  -0.39  -6.40
H  -0.16  1.35  -8.10
H  1.01  1.34  -6.81
H  -0.71  1.51  -6.42
H  1.10  -0.59  -9.57
C  -5.64  2.76  -3.86
C  -4.43  3.66  -3.57
C  -4.39  4.79  -4.64
C  -4.65  4.33  -2.17
C  -3.43  4.97  -1.60
C  -2.27  3.92  -1.59
C  -1.96  3.16  -3.00
C  -1.13  4.19  -3.83
C  -1.10  1.94  -2.66
N  -3.19  2.82  -3.68
O  -2.98  2.12  -4.87
H  -5.53  2.24  -4.81
H  -5.63  1.95  -3.13
H  -6.63  3.23  -3.86
H  -3.51  5.42  -4.48
H  -4.39  4.42  -5.67
H  -5.28  5.41  -4.66
H  -5.43  5.10  -2.16
H  -4.98  3.49  -1.56
H  -3.22  5.93  -2.08
H  -3.69  5.18  -0.56
H  -2.46  3.13  -0.86
H  -1.43  4.52  -1.25
H  -0.14  4.27  -3.38
H  -1.62  5.16  -3.81
H  -1.06  3.88  -4.88
H  -0.82  1.40  -3.57
H  -1.65  1.19  -2.09
H  -0.22  2.18  -2.06
H  -3.13  1.21  -4.61
C  7.32  -2.42  -0.70
O  6.03  -2.96  -1.02
P  4.58  -2.17  -0.67
O  4.66  -1.45  0.66
O  4.43  -1.23  -1.97
C  3.58  -0.10  -2.05
O  3.47  -3.36  -0.89
C  2.94  -4.11  0.15
H  7.21  -1.34  -0.76
H  7.87  -2.78  -1.58
H  7.82  -2.72  0.22
H  4.13  0.83  -1.93
H  2.73  -0.11  -1.37
H  3.20  -0.02  -3.06
H  3.09  -3.71  1.16
H  3.42  -5.08  0.30
H  1.86  -4.27  0.06
C  2.27  3.83  3.93
O  3.03  4.99  3.45
P  4.04  4.78  2.25
O  5.37  4.15  2.61
O  3.19  4.04  1.06
C  3.81  3.72  -0.17
O  4.12  6.27  1.56
C  5.36  6.84  1.06
H  1.30  3.82  3.42
H  2.07  3.99  4.99
H  2.76  2.87  3.76
H  4.89  3.59  -0.15
H  3.51  4.48  -0.89
H  3.43  2.76  -0.54
H  5.48  7.83  1.51
H  5.27  6.79  -0.03
H  6.20  6.23  1.35
C  -5.27  3.99  4.14
O  -4.39  2.93  4.05
P  -3.17  3.04  2.93
O  -2.22  1.87  2.85
O  -4.01  3.26  1.58
C  -4.48  2.11  0.93
O  -2.60  4.53  3.25
C  -1.53  5.09  2.45
H  -5.57  3.92  5.18
H  -6.18  3.76  3.58
H  -4.77  4.95  4.07
H  -5.56  2.16  0.81
H  -4.22  1.16  1.40
H  -4.08  2.04  -0.08
H  -1.25  4.40  1.65
H  -0.65  5.30  3.06
H  -1.87  6.02  1.99
C  -5.71  -2.78  -1.27
C  -4.31  -2.48  -0.84
C  -3.29  -2.61  -1.94
C  -3.49  -1.74  -3.10
N  -3.71  -1.04  -4.01
H  -5.74  -3.78  -1.71
H  -6.16  -2.12  -2.01
H  -6.37  -2.76  -0.40
H  -4.04  -3.06  0.05
H  -4.21  -1.49  -0.39
H  -3.26  -3.66  -2.24
H  -2.33  -2.38  -1.49
C  1.81  0.29  1.60
C  0.65  1.04  0.92
C  -0.36  0.05  0.32
C  0.01  -0.65  -0.92
N  0.27  -1.22  -1.93
H  2.41  0.98  2.19
H  2.38  -0.15  0.78
H  1.44  -0.57  2.16
H  1.04  1.64  0.10
H  0.18  1.65  1.69
H  -1.33  0.53  0.19
H  -0.60  -0.75  1.01

Computed properties:
SMILES	CC1(C)CCCC(C)(C)N1O.CC1(C)CCCC(C)(C)N1O.CC1(C)CCCC(C)(C)N1O.CC1(C)CCCC(C)(C)N1O.COP(=O)(OC)OC.COP(=O)(OC)OC.COP(=O)(OC)OC.CCCC#N.CCCC#N
Kohn-Sham gap	8.154	eV

Atom charges from the Mulliken analysis, given in e for atoms 1 to 5: C -1.480; C 2.092; C -1.919; C -1.480; C -0.658

| no. | LUMO energy (eV) |
| --- | --- |
| 1 | 0.432 |
| 2 | 0.390 |